{"formula": "C6H9N3O2", "method": "ωB97M-V/def2-TZVPD", "species": ["C", "C", "C", "C", "C", "C", "N", "N", "N", "O", "O", "H", "H", "H", "H", "H", "H", "H", "H", "H"], "xyz": [[-0.08198, 2.07125, 0.72337], [2.79528, -0.71706, 3.69772], [-0.62151, -0.93997, -1.14185], [0.37271, 0.21843, -1.17808], [-0.98818, 2.38006, -0.39094], [-0.64083, -1.62231, 0.20238], [-1.64561, -1.94831, 0.86586], [-0.05792, 1.31021, -0.34824], [1.65590, -0.70106, 4.08545], [0.23576, 2.34338, 1.83642], [3.81974, -0.94339, 3.23192], [-1.67646, -0.58761, -1.31238], [-0.43112, -1.66396, -1.97537], [1.34521, -0.22020, -0.72044], [0.42030, 0.60393, -2.08973], [-2.08297, 2.09325, -0.29177], [0.38043, -1.74903, 0.53185], [-1.47028, -2.44526, 1.79623], [-0.88107, 3.19554, -0.93836], [0.97182, -0.04462, 3.71218]], "forces_ev_per_a": [[-0.9460, 0.0009, -0.3086], [-1.2850, -0.4880, -0.8516], [-2.2738, -0.0807, -0.5411], [0.6159, -2.8270, 4.9277], [-3.8652, -2.6112, 2.2390], [1.3020, 0.1984, -0.4111], [-1.0429, -0.8744, 1.3496], [1.5561, -0.6732, 0.4698], [-1.0216, 0.6299, 0.5471], [0.9251, -0.3533, 0.8785], [1.9572, 0.0728, -0.0594], [0.9036, -0.0869, -0.0695], [0.1536, 0.4401, 0.7851], [-1.1770, 1.1615, -1.1997], [0.9386, 1.2633, -4.1418], [1.1803, 0.2810, 0.0203], [0.5818, -0.4500, 0.6292], [0.1643, 1.0313, -1.7305], [1.0263, 3.4872, -2.8276], [0.3070, -0.1215, 0.2947]], "mulliken_charge": [0.700, 0.575, -0.412, -0.659, -0.809, -0.076, -0.609, 0.006, -0.543, -0.600, -0.376, 0.248, 0.351, 0.293, 0.399, 0.203, 0.337, 0.281, 0.346, 0.345], "molar_mass_g_mol": 155.157, "homo_lumo_gap_ev": 10.46, "e_above_lowest_kcal_mol": 95.2, "charge": 0, "total_energy_ha": -548.66962}

{"formula": "C6H9N3O2", "method": "ωB97M-V/def2-TZVPD", "species": ["C", "C", "C", "C", "C", "C", "H", "H", "H", "H", "H", "H", "H", "H", "H", "N", "N", "N", "O", "O"], "xyz": [[2.05922, -0.90257, -0.29609], [3.24011, -0.63330, -0.36662], [4.66208, -0.32349, -0.45976], [5.03029, 0.86134, 0.32003], [-3.02037, -1.61861, 0.70964], [-1.92772, 0.32827, -0.26246], [1.03456, -1.12818, -0.23426], [4.95786, -0.14051, -1.51855], [5.26515, -1.15710, -0.09670], [-2.85257, -1.70792, 1.78405], [-3.96502, -2.10812, 0.45310], [-2.20382, -2.12562, 0.19073], [-3.73438, 0.38777, 0.61178], [-1.17749, 2.16952, -0.47555], [-3.65216, 2.71630, -0.56770], [5.34306, 1.80457, 0.94029], [-3.03611, -0.24258, 0.26770], [-2.07174, 1.69267, -0.60077], [-0.88469, -0.24357, -0.52694], [-3.06625, 2.37113, 0.12809]], "forces_ev_per_a": [[2.4930, 0.4506, -0.1111], [-1.8707, -0.4792, 0.0807], [0.3100, 0.1602, -0.6263], [0.8054, 2.4621, 1.5936], [0.0208, -0.2682, -0.1753], [-0.2556, 0.1057, -0.0031], [-0.6674, -0.0215, -0.0108], [-0.2036, -0.1385, 0.6468], [-0.0115, -0.0564, -0.0348], [-0.0044, 0.0366, 0.0206], [0.1583, 0.0806, 0.0446], [-0.1737, 0.0442, 0.0929], [-0.1611, 0.1043, 0.0483], [-0.3086, -0.1342, -0.0599], [0.2237, -0.1010, 0.3685], [-0.7733, -2.3494, -1.5502], [0.3982, 0.0166, -0.0793], [0.5902, -0.1529, 0.1070], [-0.2001, 0.0475, 0.0224], [-0.3693, 0.1929, -0.3745]], "mulliken_charge": [0.451, -0.907, -0.523, 0.202, -0.818, 0.436, 0.689, 0.236, 0.261, 0.282, 0.293, 0.302, 0.242, 0.281, 0.358, -0.381, -0.155, -0.135, -0.647, -0.470], "molar_mass_g_mol": 155.157, "homo_lumo_gap_ev": 10.67, "e_above_lowest_kcal_mol": 98.8, "charge": 0, "total_energy_ha": -548.66385}

{"formula": "C6H9N3O2S", "method": "ωB97M-V/def2-TZVPD", "species": ["C", "C", "C", "C", "C", "C", "N", "N", "N", "O", "O", "S", "H", "H", "H", "H", "H", "H", "H", "H", "H"], "xyz": [[1.37964, 1.24253, 1.05955], [0.34871, -0.96274, 1.65182], [-0.82094, -2.02090, 0.02470], [-1.92221, -0.91899, -0.18725], [-0.10162, 1.04494, -1.04687], [0.77965, 1.45102, -2.12361], [1.42158, 0.25338, 1.89922], [0.03261, 1.23199, 0.29317], [0.38254, -1.37379, 0.43063], [2.09619, 2.15247, 0.78632], [-0.17286, -1.30409, 2.67643], [-1.40124, 0.11162, -1.67219], [-1.17269, -2.81751, 0.75763], [-0.58511, -2.59458, -0.93080], [-2.91837, -1.29664, -0.32080], [-1.84222, -0.25959, 0.69875], [1.82964, 1.35049, -1.75857], [0.69460, 2.59001, -2.46442], [0.58050, 0.99524, -3.05012], [2.18469, 0.27683, 2.53094], [-0.79307, 0.84831, 0.74546]], "forces_ev_per_a": [[-2.9847, 1.4565, -3.1052], [3.2370, 3.3598, 4.7330], [-0.5977, -1.6761, -1.3756], [2.0394, 0.6065, -0.5467], [-0.5700, -0.5882, -1.6201], [1.9802, 3.7963, 0.6736], [-1.8858, -2.5117, -0.3996], [0.7511, -0.2499, 1.7202], [-0.2392, -1.2228, -1.9967], [1.2841, 0.3292, 0.4001], [-0.6833, -0.7377, -0.4778], [-1.8431, -0.8550, 0.9360], [0.4024, 1.1451, -0.3391], [-0.5448, 0.9551, 1.0546], [-0.2963, -0.1461, -0.1083], [-0.9249, -0.6901, -0.3736], [-0.4252, -0.0225, -0.7929], [0.0958, -1.7498, 1.1028], [-0.0271, -1.2657, -0.8757], [0.5101, -0.6090, 0.8736], [0.7218, 0.6762, 0.5175]], "mulliken_charge": [0.325, 0.336, -0.317, -0.828, 0.706, -1.226, -0.056, -0.425, -0.183, -0.544, -0.476, -0.156, 0.315, 0.302, 0.420, 0.431, 0.271, 0.221, 0.450, 0.198, 0.233], "s2": 2.01, "spin_multiplicity": 3, "molar_mass_g_mol": 187.224, "homo_lumo_gap_ev": [6.52, 6.15], "e_above_lowest_kcal_mol": 0.0, "charge": 0, "total_energy_ha": -946.80721}